(1)
Formula: C23H15F5N6RuS2
Source: OMol25
Level of theory: ωB97M-V with the def2-TZVPD basis set

Structure (XYZ):
```
52
Properties=species:S:1:pos:R:3:forces:R:3
C -0.068531 -3.101095 1.222204 0.09 -0.09 -0.12
F -0.834555 6.521270 -0.182364 -0.01 0.08 -0.03
H -2.177540 -3.423287 1.400921 0.01 0.00 0.02
C -2.580920 3.690040 1.227162 -0.01 -0.26 0.03
H 3.142942 -1.590219 -0.810978 0.05 -0.01 0.00
C -1.525161 2.258602 -3.510585 -0.06 -0.09 -0.07
N -1.723495 -1.349873 1.215304 0.30 0.33 0.00
C -1.536032 2.809404 1.358930 -0.15 -0.12 -0.01
N 0.511797 -4.294410 1.406183 -0.11 -0.06 0.03
H 4.788459 -5.468064 0.037892 0.00 0.00 -0.02
C -1.413049 1.299926 -2.511402 0.42 0.15 0.19
Ru 0.457142 -0.189881 0.981833 0.40 -0.19 -0.24
H 1.658040 3.430754 -3.304793 -0.01 -0.03 -0.05
C 3.961681 -4.776338 0.117684 -0.11 -0.08 0.06
C -0.404078 3.028138 -3.754629 -0.11 0.02 -0.08
C 0.796938 2.821672 -3.064714 0.13 -0.07 0.10
F -3.323785 5.813321 0.604334 -0.07 0.07 -0.05
S 1.128835 2.097333 1.239807 -0.67 -0.07 -0.04
C -0.017999 4.421282 0.452469 -0.01 0.07 -0.06
C 0.912289 1.851936 -2.087376 -0.10 0.01 0.08
C 1.904371 -2.962334 0.306768 0.15 -0.36 -0.03
F 1.189220 4.752730 0.045044 0.02 0.12 0.02
C 1.783149 -4.249888 0.843101 0.19 0.36 -0.18
H -1.418112 -2.683361 2.803857 -0.03 0.07 -0.01
C -0.226688 3.139108 0.985829 0.35 -0.40 0.11
N -0.476160 0.159884 -0.792350 -0.27 0.21 -0.31
H -3.265363 0.251742 -2.293205 -0.03 -0.04 0.05
H -2.435773 2.386518 -4.080412 0.00 0.05 0.03
H 0.110509 -5.088440 1.880896 -0.07 0.01 -0.02
H -0.449840 3.799821 -4.510950 0.01 -0.03 -0.02
N -2.326246 0.407759 -1.959643 -0.05 -0.16 -0.08
C -2.358567 -1.305839 -0.110655 -0.02 0.01 -0.10
C -1.053022 5.327488 0.324939 0.13 -0.01 -0.03
C -0.233222 1.121460 -1.780773 -0.18 0.10 -0.26
N 0.719636 -2.275232 0.557912 -0.36 0.35 0.39
C 2.024659 -0.750619 3.572659 0.42 -0.15 0.65
H 2.712787 -6.176027 1.176443 0.02 0.01 0.01
S 2.920006 -1.034214 4.836483 -0.27 0.09 -0.38
H 4.991586 -3.242196 -0.968171 0.00 0.02 0.03
C -2.337929 4.966668 0.720456 0.12 -0.05 0.00
N 1.340619 -0.542603 2.618387 0.05 -0.01 0.10
C 3.059431 -2.572902 -0.363634 -0.04 0.02 0.05
H -2.213106 -2.270958 -0.601723 -0.04 0.01 -0.02
F -3.808777 3.320264 1.555414 0.03 0.10 0.04
H -2.277169 -0.838314 1.889711 -0.05 0.01 0.04
F -1.790328 1.594746 1.867716 -0.05 0.01 -0.04
C -1.423270 -2.693960 1.712200 0.03 -0.16 0.11
C 2.809387 -5.180505 0.764422 -0.01 -0.12 -0.01
C 4.080498 -3.499044 -0.445526 0.01 0.12 -0.06
C -1.726208 -0.250297 -0.962020 -0.07 0.13 0.12
H -3.433204 -1.126079 -0.040346 -0.01 -0.08 0.02
H 1.854145 1.664115 -1.590713 0.02 0.06 0.05
```
Positions in Å, forces in eV/Å.

Gap between HOMO and LUMO (alpha / beta) (eV): 8.47 / 5.46
Multiplicity: 5
Energy relative to the best compared isomer or geometry (same formula, charge and spin) (kJ/mol): 39.2
Charge: +2
E (eV): -70859.9084
<S²>: 6.06
Strongest force on any atom (eV Å⁻¹): 0.79

Atomic partial charges in e from the Mulliken method, atoms 1 to 8: 0.389, -0.251, 0.517, 0.033, 0.463, -1.028, -0.129, 0.204



(2)
Formula: C23H15N7SSe2SnTe2
Source: OMol25
Level of theory: ωB97M-V with the def2-TZVPD basis set

Structure (XYZ):
```
51
Properties=species:S:1:pos:R:3:forces:R:3
S 7.521233 -1.233381 -1.086586 0.29 -0.04 -0.04
C 1.351857 -0.511751 -3.013916 0.09 0.00 0.20
C -1.426056 4.564027 0.886539 -0.01 0.01 -0.03
N 6.348280 -1.096931 -2.181856 -0.07 0.03 0.08
C 4.250904 -0.905497 0.794879 0.51 -0.02 0.00
N -0.788585 2.274746 1.158449 0.00 0.42 0.15
N -4.438354 5.356585 5.512744 -0.18 0.06 -0.12
C -4.351351 3.923424 3.624291 -0.02 -0.09 -0.05
C 3.888741 -0.824516 -2.090019 0.51 -0.03 -0.06
N -6.282417 5.265187 4.006098 0.12 -0.06 0.03
H -2.324433 4.227602 6.334551 -0.02 -0.03 0.00
C 3.683370 -0.731881 -3.467014 0.17 -0.08 0.03
N 1.532292 -0.620267 -1.702307 0.25 0.00 -0.05
H -0.645112 1.576046 3.087241 0.02 0.00 -0.01
H -1.056757 3.138207 -0.684122 0.07 0.02 -0.05
C 2.793180 -0.753928 -1.242342 -0.26 -0.02 0.77
H 2.195193 -0.468319 -4.984451 0.00 -0.01 0.01
C -5.652237 5.701495 5.091498 0.05 0.00 0.03
C 1.996831 -0.793611 2.307669 0.08 0.03 -0.13
N 1.882897 -0.747865 0.988531 0.22 -0.22 0.24
H 3.275918 -0.887027 4.030386 0.01 -0.01 -0.02
H -1.784650 5.676607 2.689262 0.00 -0.01 0.01
H -3.852902 3.166865 3.036559 0.03 0.03 -0.01
C 3.232471 -0.864934 2.950374 -0.23 0.01 0.11
C -1.078237 3.320298 0.383765 -0.05 -0.18 0.00
C 2.982720 -0.804477 0.235623 -0.20 -0.02 -0.70
Te -2.644974 -3.918582 -0.216334 0.31 0.29 -0.14
H 1.068132 -0.783582 2.869093 0.01 0.02 -0.02
H 0.323913 -0.382052 -3.328807 -0.06 -0.10 -0.10
C -1.352993 3.744580 4.562054 0.08 -0.18 -0.18
Sn -0.406245 -0.620813 -0.058369 -0.59 0.14 0.10
C 2.407211 -0.559799 -3.928416 -0.34 0.04 -0.09
C 5.396750 -1.009396 -0.103020 -0.29 0.03 0.42
C -5.616197 4.361420 3.286924 -0.09 0.05 -0.01
C -1.508107 4.722441 2.256980 -0.02 0.12 0.01
H -6.116279 3.972983 2.406537 -0.03 0.01 0.02
Te -3.784770 -1.869280 -1.797315 0.19 -0.07 0.36
C 4.371411 -0.917207 2.184835 0.10 -0.03 -0.10
C -2.419452 4.124570 5.259784 -0.25 0.11 0.02
H -6.187071 6.416506 5.706512 0.00 0.01 0.00
H -1.636895 5.385363 0.215274 -0.01 -0.01 0.00
H 4.530679 -0.802145 -4.136831 -0.01 0.04 0.01
N 6.658243 -1.150021 0.271003 -0.09 0.03 -0.08
H 5.356437 -0.976450 2.629310 -0.02 -0.02 0.00
C -1.243481 3.639220 3.085771 -0.06 0.06 0.18
Se -2.084117 -0.100643 -2.357731 0.24 -0.49 0.10
C -0.865088 2.447874 2.475324 -0.01 -0.09 -0.05
C 5.218909 -0.979388 -1.502473 -0.41 0.05 -0.33
C -3.772169 4.477493 4.758527 0.36 -0.03 0.14
H -0.462744 3.478783 5.124104 0.01 0.03 -0.02
Se -0.304517 -3.241512 0.607630 -0.40 0.23 -0.61
```
Positions in Å, forces in eV/Å.

Gap between HOMO and LUMO (eV): 5.11
Energy relative to the best compared isomer or geometry (same formula, charge and spin) (kJ/mol): 129.1
Charge: 0
E (eV): -196472.4340
Strongest force on any atom (eV Å⁻¹): 0.81

Atomic partial charges in e from the Mulliken method, atoms 1 to 8: 0.152, 0.167, -0.756, -0.656, 0.292, -0.006, -0.591, -0.402



(3)
Formula: C23H15NO4S
Source: OMol25
Level of theory: ωB97M-V with the def2-TZVPD basis set

Structure (XYZ):
```
44
Properties=species:S:1:pos:R:3:forces:R:3
O 1.173383 -3.379259 1.421707 0.47 -2.69 1.46
C 0.326602 2.101398 1.808011 -0.23 -2.25 -1.14
C 2.452009 -3.409709 1.969901 0.26 2.80 -1.42
O 1.202062 -1.301785 -3.483736 -3.97 -1.31 0.68
C 0.060615 3.702491 -0.437363 0.06 -0.24 0.81
H 2.765195 -1.533756 -0.719264 -0.41 -0.34 1.31
H 0.047219 4.269642 -1.338202 -0.08 0.87 -0.25
H 0.021555 5.037061 3.445736 0.12 1.11 0.18
N -0.217345 0.172898 0.405810 -0.60 -0.82 -0.71
H 0.085546 5.344580 0.906316 0.25 -0.31 0.20
H 0.691968 0.163355 2.962894 -0.20 0.02 -0.92
H 0.985801 3.592881 5.379609 -0.37 -0.22 -1.40
C -3.448090 -1.520071 -4.023914 3.04 -0.86 -2.29
C -0.139595 -1.387664 -1.513313 0.75 2.27 0.78
C 3.244960 -2.495110 1.331737 -0.63 -0.27 -1.26
H -4.446525 -1.598127 -3.694097 -0.61 0.44 0.78
H 2.864360 -3.948655 2.778130 -1.18 -1.03 1.05
H 4.296388 -2.191418 1.553206 -1.23 -0.55 -0.26
H -2.164811 -0.607292 0.631355 -0.31 -0.18 -0.45
C 0.785445 3.231487 4.331061 -1.75 1.94 0.28
H -1.032344 -1.469154 1.670519 0.18 0.88 -0.33
C 0.100975 -2.624629 -0.679844 -2.18 -1.25 -1.38
O -0.607179 -3.614430 -0.925414 1.10 1.19 0.67
H 0.983749 1.248989 4.979664 -0.08 0.14 -0.56
C -1.485153 -1.868668 -5.203097 -1.01 -0.42 1.37
C -1.307358 -0.465733 1.267530 0.94 -1.08 -1.37
C 0.595474 1.238280 2.895742 -0.15 1.34 1.81
O -2.378022 -1.347678 -3.185789 -0.75 -0.54 0.08
C 0.215308 3.486853 1.959681 0.41 -0.69 3.21
C 0.162986 4.256028 0.852451 -1.01 1.74 -3.57
H -0.717944 -2.194858 -5.893177 -0.38 0.23 -0.17
H -3.440511 -2.230068 -6.109221 -0.90 0.06 -0.77
C -0.222641 -0.081779 -0.981887 0.04 -4.17 -1.16
C -2.935540 -1.848093 -5.268802 0.82 0.06 0.91
C -1.240521 -1.640335 -3.884475 1.63 0.90 0.94
C 0.755581 1.870411 4.095376 1.57 -2.46 1.41
C 0.036026 -1.519027 -3.045886 1.87 1.58 -0.43
C 0.082427 1.506233 0.546766 -0.82 2.51 -0.14
C -0.062328 2.326779 -0.603900 0.55 -1.28 1.62
H -1.645396 0.153055 2.055623 0.23 0.91 0.79
C 1.203651 -2.693581 0.273464 2.21 1.94 0.67
S -0.360325 1.332074 -2.048528 0.26 0.23 1.25
C 0.281746 4.022030 3.317272 1.31 -1.06 -0.66
C 2.430597 -2.085646 0.200348 0.75 0.85 -1.66
```
Positions in Å, forces in eV/Å.

Gap between HOMO and LUMO (eV): 7.40
Charge: 0
E (eV): -44605.2612
Strongest force on any atom (eV Å⁻¹): 4.33

Atomic partial charges in e from the Mulliken method, atoms 1 to 8: -0.388, 0.899, -0.558, -0.610, -0.741, 0.461, 0.441, 0.416